Computed, not measured: a 2-piece molecular cluster, C4H11N3O overall at a distorted geometry, with the ωB97M-V functional and the def2-TZVPD basis.

Cartesian coordinates (Å):
N 0.03522 -2.08636 -0.94471
C -0.31709 -1.86080 0.34648
N 0.69461 -1.19700 1.05826
O -1.42552 -2.01259 0.83208
H 0.94088 -1.39128 -1.31201
H -0.58519 -2.73298 -1.41437
H 0.41801 -0.79990 1.94347
H 1.64362 -1.19548 0.72132
C 1.16236 0.34463 -1.44540
N 0.86638 0.84986 -0.26964
C -0.39996 1.54624 -0.17033
C -1.00697 1.50854 1.22651
H 0.57293 0.63302 -2.32149
H 2.20946 0.11352 -1.62473
H -1.12715 1.18390 -0.90654
H -0.16123 2.58942 -0.42202
H -1.46859 0.53934 1.41530
H -0.25003 1.72002 1.98246
H -1.80176 2.24790 1.30534

Values from the calculation:
Total energy = -10842.5966 eV
LUMO level = 0.32 eV
Kohn-Sham gap = 9.43 eV
SMILES = NC(N)=O.C=NCC